#1
DFT (the ωB97M-V functional and the def2-TZVPD basis) results for a cluster of 2 separate species, H4N4O2 in total.

Values from the calculation:
HOMO ... -0.3644 Ha
Frontier orbital gap ... 10.327 eV
SMILES string ... [H]/N=[N+](\[O-])O.[H]/N=N/[H]

Geometry as ORCA input:
```
! RIJCOSX wB97M-V def2-TZVPD def2/J DEFGRID3
* xyz 0 1
H -0.3898 -1.5315 -1.2037
N -0.2514 -0.9213 -0.4035
N 0.7083 -1.2547 0.3136
O 1.4644 -2.1791 0.1978
O 0.8962 -0.4218 1.3622
H 0.2727 0.3601 1.1967
H -1.7891 1.0390 0.3009
N -0.7761 1.1890 0.1720
N -0.5731 1.7792 -0.8989
H 0.4379 1.9410 -1.0372
*
```

#2
DFT (the ωB97M-V functional and the def2-TZVPD basis) results for the molecule H4N4O2.

Values from the calculation:
HOMO (alpha / beta) ... -0.2972 / -0.2897 Ha
Frontier orbital gap (alpha / beta) ... 8.711 / 8.571 eV
SMILES string ... N/N=[N+](\[O-])NO

Geometry as ORCA input:
```
! RIJCOSX wB97M-V def2-TZVPD def2/J DEFGRID3
* xyz 0 1
N 2.0118 -0.1115 0.0579
N 1.0298 0.7626 0.2200
N -0.2476 0.0368 -0.0505
O -0.2327 -1.1709 -0.1488
N -1.4689 0.6431 0.3669
O -2.4701 -0.1048 -0.2061
H 1.7077 -1.0994 0.1884
H 3.0113 0.2774 0.0561
H -1.3854 1.6873 0.1421
H -1.9561 -0.9205 -0.6260
*
```

Looking at the structures above, #1 is most stable, and the difference to the next one is 126.3 kJ/mol.